# 1
{"formula": "C29H21CeNO4P", "method": "ωB97M-V/def2-TZVPD", "species": ["Ce", "O", "C", "O", "C", "C", "C", "C", "C", "N", "C", "O", "O", "H", "H", "H", "H", "H", "C", "C", "C", "C", "C", "C", "P", "C", "C", "C", "C", "C", "C", "C", "C", "C", "C", "C", "C", "C", "C", "C", "C", "H", "H", "H", "H", "H", "H", "H", "H", "H", "H", "H", "H", "H", "H", "H", "H"], "coordinates": [[0.28670, -0.06100, -0.29020], [-0.20540, 4.56910, -0.62680], [-0.39570, 3.28460, -0.53100], [0.50100, 2.43980, -0.55190], [-1.81350, 2.86870, -0.35090], [-2.88970, 3.75230, -0.32780], [-4.16130, 3.23670, -0.12280], [-4.32110, 1.86570, 0.06450], [-3.18690, 1.05700, 0.05860], [-1.95900, 1.54990, -0.16520], [-3.13500, -0.41390, 0.37610], [-4.22040, -1.10010, 0.59750], [-2.03140, -0.94090, 0.44180], [0.72460, 4.83830, -0.73340], [-2.71680, 4.80920, -0.45170], [-5.01920, 3.89150, -0.10410], [-5.31390, 1.47030, 0.22620], [-5.07190, -0.63870, 0.52730], [7.54930, 1.72450, -0.48400], [6.96160, 1.39880, 0.72970], [5.68560, 0.87180, 0.76790], [4.99450, 0.65340, -0.42510], [5.58730, 0.96910, -1.64360], [6.86380, 1.50790, -1.66760], [3.31630, -0.05960, -0.39430], [2.66530, 0.73290, 1.16650], [1.94350, -0.00250, 2.13210], [1.33410, 0.67010, 3.19020], [1.42640, 2.05250, 3.29280], [2.15080, 2.77340, 2.35350], [2.75390, 2.12380, 1.28820], [3.57980, -1.81260, 0.11170], [4.87080, -2.23620, 0.34470], [5.15540, -3.57570, 0.62790], [4.15310, -4.50230, 0.61590], [2.81720, -4.11750, 0.37690], [1.79330, -5.08410, 0.40100], [0.49400, -4.72280, 0.19980], [0.16780, -3.38060, -0.05040], [1.12540, -2.36970, -0.11590], [2.49240, -2.75240, 0.12030], [8.54190, 2.14680, -0.50090], [7.49750, 1.54830, 1.65290], [5.22630, 0.61310, 1.71210], [5.05520, 0.78380, -2.56630], [7.32430, 1.75700, -2.60990], [1.98370, -1.09830, 2.14160], [0.84430, 0.10540, 3.97040], [0.96470, 2.56160, 4.12510], [2.26520, 3.84000, 2.47110], [3.33870, 2.68350, 0.56740], [5.69340, -1.53780, 0.30490], [6.17280, -3.86350, 0.83320], [4.36260, -5.54640, 0.78940], [2.06060, -6.11010, 0.58930], [-0.29120, -5.46000, 0.22470], [-0.88540, -3.15420, -0.20100]], "forces_ev_per_a": [[-0.132, -0.922, 0.419], [-0.280, 0.184, -0.010], [0.845, -0.450, 0.024], [-0.357, 0.708, -0.312], [-0.765, -0.347, 0.154], [0.259, -0.178, 0.055], [0.109, -0.233, -0.077], [0.319, 0.062, 0.007], [0.252, 0.547, -0.052], [-0.328, 0.430, -0.026], [0.315, 0.146, -0.076], [0.057, -0.280, 0.060], [-0.382, -0.101, -0.105], [-0.023, -0.312, -0.007], [-0.045, 0.108, -0.043], [-0.059, 0.041, 0.000], [-0.021, -0.057, 0.040], [0.302, 0.109, -0.044], [-0.051, -0.009, -0.045], [-0.021, -0.024, 0.137], [-0.081, -0.001, -0.153], [-0.392, 0.210, -0.244], [-0.141, -0.070, 0.097], [0.091, 0.006, -0.029], [0.233, -0.606, 0.916], [-0.243, -0.454, -0.275], [0.459, -0.008, -0.006], [-0.080, 0.055, 0.041], [-0.095, -0.124, 0.006], [0.083, -0.086, -0.059], [-0.030, -0.090, 0.125], [0.087, 0.034, -0.285], [-0.270, 0.215, 0.036], [-0.068, -0.339, -0.022], [0.161, 0.182, 0.054], [0.040, 0.467, -0.049], [-0.305, 0.113, -0.041], [0.028, -0.173, -0.029], [0.225, 0.659, -0.151], [0.051, 0.572, 0.077], [0.131, -0.042, -0.087], [0.097, 0.025, -0.029], [0.102, 0.058, 0.105], [0.050, 0.014, 0.080], [-0.015, 0.035, -0.085], [0.046, 0.020, -0.122], [-0.111, 0.357, -0.176], [-0.100, -0.047, 0.012], [-0.017, 0.034, 0.090], [0.013, 0.134, -0.007], [-0.059, 0.008, -0.016], [-0.006, -0.030, -0.005], [0.145, -0.093, -0.018], [0.060, -0.128, 0.069], [0.012, -0.217, 0.047], [-0.094, -0.153, 0.019], [-0.001, 0.040, 0.019]], "lowdin_charge": [1.5165, 0.2184, -0.4035, -0.0359, -0.1347, 0.0736, 0.0325, 0.0634, -0.1299, 0.1025, -0.3993, 0.2329, 0.0028, 0.1778, 0.1404, 0.1379, 0.1325, 0.1491, -0.0487, -0.0522, -0.1085, -0.3982, -0.0827, -0.0578, 1.0911, -0.4416, -0.1468, -0.0448, -0.0443, -0.0462, -0.1004, -0.2970, -0.0616, -0.0436, -0.0013, -0.1558, -0.0057, -0.0588, -0.1222, -0.2757, -0.2101, 0.1165, 0.1154, 0.1184, 0.1065, 0.1140, 0.1232, 0.1241, 0.1189, 0.1200, 0.1249, 0.0967, 0.1157, 0.1238, 0.1230, 0.1120, 0.0827], "total_charge": 2, "energy_ha": -2289.450785, "max_force_ha_per_bohr": 0.022, "e_lumo_ev": [-7.3, -7.3], "homo_ev": [-12.67, -12.67], "multiplicity": 2, "s2": 0.7521}

***

# 2
{"formula": "C29H21CrO4", "method": "ωB97M-V/def2-TZVPD", "species": ["C", "C", "C", "C", "C", "O", "H", "H", "H", "H", "H", "H", "O", "C", "Cr", "C", "O", "C", "O", "C", "C", "C", "C", "C", "C", "C", "C", "C", "C", "C", "C", "C", "C", "C", "C", "C", "C", "C", "C", "C", "H", "H", "H", "H", "H", "H", "H", "H", "H", "H", "H", "H", "H", "H", "H"], "coordinates": [[-1.26348, 4.08180, -0.68333], [-1.52117, 2.66018, -0.71212], [-2.53598, 1.88287, -0.17107], [-2.32383, 0.55318, -0.64159], [-1.25831, 0.59979, -1.53505], [-0.71310, 1.86332, -1.50278], [-1.75496, 4.55260, 0.18344], [-0.19111, 4.33615, -0.65424], [-1.69759, 4.50628, -1.60865], [-3.33361, 2.24978, 0.45264], [-2.94101, -0.32218, -0.44552], [-1.30434, 0.13292, -2.55452], [-0.57612, 3.31524, 3.40630], [-0.00655, 2.29820, 3.51403], [0.68780, 0.56508, 3.67384], [-0.81214, 0.04164, 2.66316], [-1.76693, -0.22015, 2.04588], [-0.51739, 0.27748, 5.12100], [-1.39604, 0.12662, 5.86739], [2.48898, 0.49575, 4.86011], [2.71781, 1.39743, 3.81362], [2.43727, 1.03228, 2.49532], [1.87776, -0.22973, 2.17447], [1.11654, -0.40172, 0.91035], [0.69407, -0.59230, -0.22738], [0.17444, -0.95637, -1.47798], [-0.80882, -2.06394, -1.45969], [-1.05117, -2.69379, -0.21517], [-2.09266, -3.59240, -0.06669], [-2.97536, -3.83887, -1.12824], [-2.72674, -3.25238, -2.37887], [-1.61588, -2.43552, -2.56352], [0.97006, -0.57620, -2.67426], [2.28497, -0.12416, -2.43288], [3.06605, 0.39095, -3.45622], [2.54729, 0.52323, -4.75029], [1.23668, 0.09095, -5.00717], [0.45499, -0.44864, -3.98659], [1.83347, -1.18837, 3.23328], [2.08476, -0.81921, 4.55368], [2.63334, 0.80590, 5.89947], [3.07426, 2.41020, 4.03550], [2.55538, 1.75121, 1.67989], [-0.41389, -2.45506, 0.64947], [-2.23746, -4.05878, 0.90972], [-3.82767, -4.49390, -0.99533], [-3.42575, -3.40559, -3.20899], [-1.39727, -2.08370, -3.57065], [2.67880, -0.16652, -1.41015], [4.07244, 0.73254, -3.21315], [3.15274, 0.94817, -5.54724], [0.79590, 0.22937, -5.99819], [-0.57680, -0.69661, -4.23419], [1.49940, -2.20273, 3.00093], [1.92792, -1.53233, 5.36819]], "forces_ev_per_a": [[0.205, 1.048, 0.107], [0.059, -1.358, -0.045], [0.598, -1.584, -0.474], [-1.680, 0.949, 1.503], [-0.838, 1.583, -2.399], [0.019, -0.283, -0.213], [0.073, -0.208, -0.419], [-0.382, -0.232, -0.159], [0.236, 0.084, 0.313], [-0.028, -0.073, 0.053], [0.188, 0.334, -0.137], [0.032, 0.855, 1.139], [2.431, -3.786, 0.313], [-3.118, 4.896, -0.241], [-1.247, 1.442, 0.603], [-3.733, -1.345, -1.940], [3.145, 0.823, 2.249], [-3.575, -0.663, 2.675], [3.193, 0.509, -2.326], [0.199, 0.085, 0.779], [0.759, 0.293, 0.060], [0.469, 0.250, -1.173], [-0.831, 0.190, -1.065], [1.591, -0.286, -0.744], [0.955, -0.111, 1.870], [0.962, -1.846, -0.702], [0.029, 0.220, 0.414], [-0.190, 0.082, 0.110], [-0.164, -0.016, 0.086], [0.425, 0.246, -0.071], [0.007, 0.024, 0.102], [-0.086, 0.090, 0.050], [0.000, 0.749, 0.266], [-0.020, 0.085, -0.053], [-0.013, 0.127, -0.006], [-0.243, -0.383, 0.278], [0.081, 0.138, 0.192], [0.218, 0.148, -0.047], [-0.265, -1.389, -0.291], [0.821, -0.853, 0.160], [-0.049, -0.162, -0.447], [-0.229, -0.436, -0.134], [-0.136, -0.103, 0.403], [-0.435, -0.229, -0.589], [-0.067, 0.023, -0.382], [0.046, 0.060, 0.015], [0.440, -0.141, 0.317], [-0.206, -0.130, 0.476], [-0.067, -0.053, -0.578], [-0.228, -0.112, -0.233], [-0.142, -0.058, 0.169], [0.223, -0.138, 0.345], [0.429, 0.111, 0.050], [0.041, 0.360, 0.187], [0.098, 0.171, -0.414]], "lowdin_charge": [0.0244, -0.2405, 0.0571, 0.0221, -0.0740, 0.0921, 0.1120, 0.1138, 0.1292, 0.1393, 0.1389, 0.1462, 0.1933, -0.0426, 0.2576, -0.0845, 0.1725, -0.0517, 0.2030, -0.0793, -0.0632, -0.0398, -0.2561, 0.0792, 0.0164, -0.1851, -0.1602, -0.0228, -0.0469, -0.0287, -0.0347, -0.0067, -0.1551, -0.0116, -0.0455, -0.0313, -0.0364, -0.0284, -0.0338, -0.0805, 0.1576, 0.1612, 0.1610, 0.1083, 0.1195, 0.1189, 0.1262, 0.0988, 0.1148, 0.1184, 0.1202, 0.1232, 0.0950, 0.1591, 0.1598], "total_charge": 2, "energy_ha": -2462.339329, "max_force_ha_per_bohr": 0.113, "e_lumo_ev": [-6.1, -9.4], "homo_ev": [-12.64, -14.19], "multiplicity": 4, "s2": 3.8073}

***

# 3
{"formula": "C29H21I2N4O6SeTi", "method": "ωB97M-V/def2-TZVPD", "species": ["Ti", "I", "C", "C", "C", "I", "C", "C", "C", "C", "N", "C", "C", "O", "H", "H", "H", "H", "O", "C", "C", "C", "C", "N", "C", "C", "C", "C", "C", "C", "O", "C", "C", "N", "H", "H", "H", "H", "H", "H", "H", "H", "H", "H", "H", "H", "Se", "C", "N", "O", "C", "C", "C", "C", "C", "C", "C", "O", "O", "H", "H", "H", "H", "H"], "coordinates": [[0.21606, -0.35950, 0.23874], [-3.38562, 1.19932, -2.77872], [-2.65267, 2.15718, -1.07107], [-3.00198, 3.47544, -0.76024], [-2.46937, 4.09309, 0.34087], [-3.00656, 6.09340, 0.70659], [-1.54896, 3.43033, 1.18238], [-0.92713, 3.95714, 2.33348], [-0.00959, 3.20104, 3.01388], [0.30968, 1.91432, 2.56433], [-0.26832, 1.37280, 1.51208], [-1.19065, 2.10965, 0.83421], [-1.75725, 1.44686, -0.29493], [-1.37368, 0.21972, -0.52934], [-3.69230, 4.00666, -1.40050], [-1.17070, 4.95852, 2.66275], [0.48690, 3.59861, 3.88753], [1.05217, 1.31082, 3.07630], [-3.66010, -5.55998, 2.51765], [-3.02495, -4.71346, 3.45264], [-2.39168, -3.55672, 2.73742], [-1.97113, -2.42661, 3.43848], [-1.27406, -1.44889, 2.76890], [-0.99652, -1.51061, 1.46501], [-1.46254, -2.56480, 0.76080], [-2.14707, -3.60514, 1.37859], [-1.08807, -2.60051, -0.65834], [-1.84269, -3.24270, -1.63192], [-1.41322, -3.24664, -2.94449], [-2.24108, -3.84726, -4.05162], [-3.48298, -4.36700, -3.63522], [-0.17338, -2.67153, -3.22626], [0.52272, -2.04523, -2.22240], [0.06821, -1.96251, -0.96303], [-3.96736, -6.35221, 2.96496], [-2.22814, -5.24642, 3.98680], [-3.73236, -4.34166, 4.20204], [-2.16259, -2.32392, 4.49801], [-0.90680, -0.57706, 3.29450], [-2.44458, -4.47448, 0.81010], [-2.77975, -3.71144, -1.36496], [-1.69367, -4.68402, -4.48941], [-2.37265, -3.09658, -4.83928], [-4.05864, -3.64336, -3.36704], [0.22248, -2.68769, -4.23305], [1.48460, -1.59381, -2.41193], [2.57342, -1.34134, 4.13091], [2.05407, -1.16501, 2.49187], [1.65948, -1.02031, 1.39237], [2.29421, 3.14352, 0.37522], [1.55221, 3.66624, -0.62056], [1.40274, 5.05253, -0.64870], [0.69932, 5.66062, -1.66773], [0.13582, 4.90243, -2.69026], [0.26226, 3.52926, -2.65664], [0.94738, 2.88813, -1.62131], [0.94793, 1.39318, -1.61582], [0.48865, 0.76940, -2.55591], [1.46461, 0.76441, -0.56565], [2.32315, 2.17863, 0.25836], [1.85754, 5.62921, 0.14712], [0.59538, 6.73819, -1.67177], [-0.39377, 5.37993, -3.50400], [-0.15965, 2.90548, -3.43406]], "forces_ev_per_a": [[0.991, 0.614, 1.241], [-0.005, 0.192, 0.158], [0.202, -0.640, -0.155], [0.034, 0.222, 0.169], [-0.243, 0.443, -0.148], [0.064, -0.222, -0.025], [0.171, -0.342, -0.018], [0.154, -0.088, 0.052], [-0.126, 0.329, 0.045], [0.012, -0.359, -0.121], [-0.218, 0.588, 0.382], [-0.273, 0.219, -0.019], [-0.491, 0.379, -0.019], [-2.011, 0.677, -0.902], [0.011, 0.001, -0.007], [0.009, 0.004, -0.004], [0.021, -0.048, 0.007], [0.031, 0.012, -0.002], [-0.014, 0.029, -0.089], [0.005, -0.031, 0.129], [0.058, 0.235, 0.127], [-0.149, -0.356, -0.085], [0.164, 0.253, 0.006], [-1.153, -1.528, 0.544], [-0.084, 0.011, 0.825], [0.020, 0.006, -0.381], [0.417, -0.176, -0.725], [-0.119, -0.012, 0.342], [0.224, 0.091, -0.019], [-0.031, -0.015, -0.038], [-0.010, -0.043, 0.093], [-0.281, -0.199, -0.041], [0.242, -0.114, 0.059], [-0.917, -1.450, -1.107], [0.004, -0.021, 0.034], [-0.029, 0.009, 0.013], [0.007, 0.038, -0.033], [0.046, 0.014, 0.014], [0.056, -0.010, -0.026], [-0.039, 0.031, -0.009], [0.018, -0.016, 0.014], [-0.007, 0.014, -0.013], [0.058, -0.004, 0.008], [-0.002, 0.039, -0.062], [0.058, 0.044, 0.017], [-0.077, 0.176, 0.005], [0.327, -0.127, 1.150], [-0.355, 0.105, -1.355], [1.518, -0.567, 1.798], [0.045, 0.042, 0.142], [-0.126, -0.066, -0.263], [0.071, 0.021, 0.148], [-0.009, 0.004, 0.015], [-0.036, -0.032, -0.085], [0.048, -0.015, 0.027], [0.068, -0.054, 0.294], [0.386, 0.159, -1.049], [0.094, 0.162, -0.026], [1.318, 1.504, -1.107], [-0.086, -0.151, 0.023], [0.014, 0.002, -0.031], [0.000, 0.008, 0.005], [-0.011, 0.009, 0.030], [-0.065, 0.000, 0.044]], "lowdin_charge": [0.9261, 0.9241, -0.6195, -0.2121, -0.6472, 0.8985, -0.2046, -0.0193, -0.0183, -0.0878, 0.0625, -0.1350, -0.4060, -0.2135, 0.0836, 0.0697, 0.1149, 0.0987, -0.0493, -0.2049, -0.1607, 0.0182, -0.0754, 0.0129, -0.1597, 0.0698, -0.1768, 0.0599, -0.1580, -0.2050, -0.0495, 0.0189, -0.0690, 0.0159, 0.0957, 0.1386, 0.1299, 0.1262, 0.1128, 0.1260, 0.1256, 0.1361, 0.1340, 0.0950, 0.1289, 0.1291, 0.5631, -0.9589, -0.0420, 0.0754, -0.2613, -0.0127, -0.0789, -0.0816, -0.0179, -0.0653, -0.5236, 0.0596, -0.1656, 0.0874, 0.1200, 0.1052, 0.1022, 0.1149], "energy_ha": -5634.656266, "max_force_ha_per_bohr": 0.047, "e_lumo_ev": [-0.6, -0.8], "e_above_lowest_kj_mol": 9.64, "homo_ev": [-6.79, -7.88], "multiplicity": 2, "s2": 0.7561}

***

- Which value of multiplicity does entry 3 give?
  2